DFT (wB97M-V/def2-TZVPD) results for C6H11NO2 as an isolated structure at a distorted geometry.

Each line ends with the Löwdin charge.
Positions of all 20 atoms, in Å:
C (-0.53530, -1.41071, -0.53888)  -0.098
C (0.11753, -0.41080, 0.50401)  -0.428
C (1.53160, -0.73137, 0.60344)  -0.189
C (0.63538, 0.56791, -0.21031)  -0.540
C (-0.41446, 1.48352, -0.82961)  -0.153
C (-1.06505, 0.35863, 1.25548)  0.035
H (-2.42222, -0.54013, -0.94975)  0.196
H (-0.46756, -1.07323, -1.71974)  0.176
H (-0.32483, -2.42809, -0.09493)  0.133
H (1.92822, -0.07409, 1.51635)  0.151
H (2.06598, -1.90094, 0.88061)  0.188
H (2.52864, 0.40994, -0.75260)  0.066
H (1.07429, 1.49629, 0.43592)  0.171
H (-0.89387, 1.31405, -1.89712)  0.137
H (0.34996, 2.60884, -0.80045)  0.184
H (-1.84020, -0.32846, 1.62386)  0.125
H (-0.48053, 0.89709, 1.94269)  0.095
N (1.78026, -0.15822, -0.72634)  0.114
O (-2.06183, -1.49056, -0.38585)  -0.214
O (-1.50602, 1.41033, 0.14323)  -0.151

Cartesian forces, eV/Å:
C -3.3 -0.4 -0.6
C -7.1 -4.9 1.5
C 5.9 -4.5 5.4
C 2.4 10.9 -4.8
C 0.3 2.6 -1.6
C 1.7 -0.5 -2.1
H 1.4 -4.3 2.8
H 0.9 -1.6 3.2
H 0.5 0.8 -1.7
H -0.3 -1.2 -1.9
H -2.0 3.2 -1.1
H 3.5 2.1 -0.2
H -0.4 -2.5 -0.2
H 1.2 0.3 2.0
H -3.3 -2.7 -0.6
H 0.0 1.0 -0.4
H -0.2 1.0 1.6
N -3.3 -2.2 0.7
O 0.3 4.7 -2.9
O 1.9 -2.0 1.0

Summary:
Energy relative to the best compared isomer or geometry (same formula, charge and spin): 220.1 kcal/mol
E_tot: -440.13645 a.u.
Highest occupied orbital energy: -9.437 eV
Molar mass: 129.2 u